Below is C42H67ClN2O2Si4TaTe as an isolated structure, with properties calculated with wB97M-V/def2-TZVPD.

The geometry in XYZ format:
```
120
Properties=species:S:1:pos:R:3
Ta 0.241 0.983 -0.419
C 3.350 1.493 -2.985
C 2.682 0.358 -3.762
C 2.612 -0.979 -3.019
C 1.331 0.690 -4.372
C 1.198 0.432 -5.734
C 0.014 0.651 -6.412
C -1.076 1.140 -5.722
C -1.002 1.414 -4.361
C -2.227 1.969 -3.668
C -3.422 1.028 -3.830
C -2.554 3.373 -4.179
C 0.203 1.179 -3.692
N 0.252 1.533 -2.284
C 0.428 2.889 -1.969
C -0.143 3.406 -0.835
N -0.864 2.605 0.034
C -1.451 3.273 1.187
C -2.815 3.113 1.496
C -3.334 3.840 2.566
C -2.568 4.708 3.314
C -1.233 4.845 3.004
C -0.644 4.136 1.962
C 0.854 4.366 1.793
C 1.600 4.040 3.090
C 1.161 5.803 1.361
C -3.847 2.199 0.845
C -3.918 0.866 1.595
C -3.768 1.995 -0.658
H 4.379 1.216 -2.744
H 2.856 1.731 -2.049
H 3.387 2.397 -3.596
H 3.335 0.184 -4.620
H 1.810 -1.004 -2.283
H 3.552 -1.191 -2.505
H 2.422 -1.784 -3.729
H 2.059 0.052 -6.270
H -0.053 0.446 -7.472
H -2.004 1.324 -6.247
H -2.007 2.046 -2.606
H -3.678 0.886 -4.880
H -4.300 1.438 -3.332
H -3.210 0.045 -3.401
H -2.810 3.355 -5.240
H -1.708 4.051 -4.053
H -3.407 3.788 -3.639
H 1.087 3.491 -2.582
H 0.060 4.435 -0.568
H -4.386 3.723 2.798
H -3.006 5.271 4.127
H -0.620 5.516 3.590
H 1.248 3.694 1.036
H 1.394 4.778 3.866
H 2.679 4.047 2.917
H 1.309 3.062 3.471
H 0.846 6.512 2.127
H 0.651 6.084 0.438
H 2.234 5.933 1.209
H -4.799 2.705 1.025
H -2.961 0.344 1.563
H -4.670 0.215 1.143
H -4.180 1.021 2.642
H -3.004 1.271 -0.935
H -3.566 2.932 -1.180
H -4.723 1.609 -1.015
C -3.862 -3.780 1.434
Si -2.462 -4.513 0.425
C -2.865 -4.404 -1.401
C -2.162 -6.295 0.921
Si -0.489 -3.293 0.899
Te -1.207 -1.152 -0.364
Si 1.434 -4.194 -0.114
C 1.086 -4.463 -1.932
C 2.907 -3.061 0.118
C 1.763 -5.814 0.773
Si -0.319 -2.690 3.166
C -1.698 -1.528 3.666
C -0.413 -4.294 4.134
C 1.316 -1.827 3.471
H -4.804 -4.273 1.183
H -3.984 -2.712 1.239
H -3.693 -3.913 2.504
H -3.761 -4.992 -1.616
H -2.054 -4.794 -2.018
H -3.063 -3.378 -1.715
H -3.089 -6.864 0.818
H -1.831 -6.385 1.957
H -1.416 -6.769 0.282
H 0.724 -3.550 -2.409
H 0.334 -5.241 -2.076
H 1.993 -4.779 -2.454
H 2.714 -2.072 -0.292
H 3.778 -3.482 -0.393
H 3.160 -2.951 1.176
H 0.927 -6.510 0.709
H 1.986 -5.651 1.829
H 2.634 -6.302 0.326
H -2.684 -1.888 3.373
H -1.556 -0.539 3.226
H -1.692 -1.410 4.753
H -1.381 -4.781 4.006
H -0.283 -4.093 5.200
H 0.362 -5.003 3.836
H 1.413 -0.958 2.818
H 2.174 -2.480 3.302
H 1.363 -1.465 4.502
Cl 7.383 -0.195 3.957
C 5.942 0.098 3.061
C 4.884 0.759 3.677
C 3.730 0.988 2.957
C 3.639 0.555 1.633
C 4.707 -0.106 1.028
C 5.866 -0.333 1.742
C 2.416 0.773 0.886
O 1.419 1.445 1.326
O 2.240 0.290 -0.290
H 4.977 1.081 4.704
H 2.891 1.494 3.411
H 4.623 -0.437 0.001
H 6.708 -0.840 1.293
```

Computed properties:
Charge: +1
E: -3843.833465 hartree
E_HOMO: -0.395 Ha
Relative energy (zero: lowest compared OMol25 entry of this formula, charge and spin): 8.88 kcal/mol
LUMO level: -3.84 eV

Mulliken atomic charge list, values in e, 6 entries: 1.0824 -1.4893 0.7180 -0.8706 0.5683 -1.2569

***

Below is C42H68BN14O2S5Sr as an isolated structure, with properties calculated with wB97M-V/def2-TZVPD.

The geometry in XYZ format:
```
133
Properties=species:S:1:pos:R:3
Sr -1.356 -0.086 1.747
N -0.250 4.129 4.243
C -0.755 2.976 3.649
S 0.100 2.438 2.238
N -1.778 2.463 4.262
N -2.250 1.287 3.705
C -3.426 0.962 4.095
C -4.152 -0.258 3.747
C -5.545 -0.223 3.897
C -6.350 -1.318 3.661
C -5.747 -2.520 3.294
C -4.379 -2.609 3.167
C -3.533 -1.492 3.372
O -2.250 -1.599 3.236
H 0.265 4.717 3.609
H -0.919 4.604 4.830
H -3.943 1.651 4.767
H -6.000 0.713 4.207
H -7.425 -1.244 3.765
H -6.358 -3.398 3.113
H -3.903 -3.548 2.903
C 1.700 -6.252 -1.468
C 2.766 -5.972 -0.415
C 2.442 -6.812 0.826
C 4.126 -6.370 -0.995
N 2.861 -4.553 0.018
C 3.743 -4.228 1.045
C 3.610 -2.918 1.297
N 2.658 -2.414 0.440
B 2.141 -0.954 0.468
N 2.832 -0.191 -0.692
C 4.153 -0.340 -1.050
C 4.399 0.466 -2.098
N 3.214 1.127 -2.396
C 2.254 0.712 -1.514
S 0.631 1.212 -1.421
C 3.040 2.111 -3.497
C 4.371 2.291 -4.227
C 2.628 3.467 -2.921
C 2.011 1.580 -4.494
N 2.580 -0.292 1.804
C 3.466 0.749 1.985
C 3.427 1.101 3.283
N 2.481 0.304 3.910
C 1.977 -0.560 2.988
S 0.854 -1.830 3.124
C 2.181 0.416 5.365
C 3.117 -0.541 6.101
C 2.445 1.861 5.798
C 0.722 0.102 5.696
C 2.198 -3.406 -0.363
S 1.120 -3.128 -1.646
H 1.731 -7.327 -1.668
H 1.877 -5.705 -2.387
H 0.706 -5.989 -1.116
H 2.217 -7.837 0.526
H 1.572 -6.403 1.342
H 3.271 -6.845 1.533
H 4.109 -7.420 -1.293
H 4.931 -6.236 -0.272
H 4.347 -5.764 -1.874
H 4.373 -4.960 1.515
H 4.084 -2.305 2.043
H 0.959 -0.903 0.316
H 4.805 -1.034 -0.548
H 5.305 0.612 -2.651
H 5.145 2.687 -3.568
H 4.219 3.010 -5.032
H 4.719 1.360 -4.674
H 3.359 3.799 -2.181
H 1.653 3.411 -2.443
H 2.590 4.203 -3.726
H 2.358 0.643 -4.933
H 1.874 2.310 -5.294
H 1.054 1.405 -4.007
H 4.028 1.171 1.172
H 3.944 1.889 3.793
H 4.161 -0.312 5.874
H 2.908 -1.571 5.805
H 2.968 -0.453 7.179
H 3.509 2.108 5.803
H 2.083 1.985 6.818
H 1.912 2.569 5.161
H 0.464 -0.935 5.520
H 0.045 0.729 5.118
H 0.575 0.335 6.754
C -2.063 -4.844 -1.286
N -2.700 -3.620 -0.867
C -3.725 -2.934 -1.618
C -3.878 -1.634 -0.814
O -4.730 -0.806 -1.023
N -2.872 -1.590 0.125
C -2.266 -2.776 0.094
N -1.292 -3.068 0.963
H -2.811 -5.491 -1.745
H -1.663 -5.375 -0.421
H -1.242 -4.659 -1.982
H -4.662 -3.491 -1.645
H -3.415 -2.696 -2.641
H -1.439 -2.705 1.914
H -0.868 -3.980 0.953
C -2.063 1.334 -6.507
C -3.027 2.237 -5.746
C -3.823 1.511 -4.666
C -2.976 1.024 -3.490
N -2.115 2.053 -2.928
C -2.541 2.925 -1.975
S -4.153 3.086 -1.571
N -1.542 3.635 -1.397
C -1.733 4.526 -0.265
C -2.130 5.942 -0.667
C -1.112 6.668 -1.550
C -1.219 6.340 -3.038
H -1.485 1.895 -7.244
H -2.598 0.541 -7.037
H -1.349 0.852 -5.836
H -3.722 2.706 -6.447
H -2.467 3.053 -5.280
H -4.311 0.628 -5.096
H -4.613 2.158 -4.284
H -2.310 0.226 -3.825
H -3.630 0.623 -2.712
H -1.130 1.820 -2.891
H -0.617 3.244 -1.529
H -0.792 4.535 0.287
H -2.486 4.101 0.400
H -2.270 6.506 0.262
H -3.105 5.913 -1.160
H -0.100 6.446 -1.192
H -1.242 7.748 -1.427
H -1.036 5.284 -3.235
H -0.505 6.927 -3.622
H -2.221 6.570 -3.409
```

Computed properties:
Charge: -1
E: -4605.241344 hartree
E_HOMO: -0.169 Ha
Relative energy (zero: lowest compared OMol25 entry of this formula, charge and spin): 19.90 kcal/mol
LUMO level: 2.10 eV

Mulliken atomic charge list, values in e, 6 entries: 1.2305 -0.3875 0.1739 -0.5911 -1.3383 1.2579